A structure of composition C32H66O25PS6Tl. Source: the Open Molecules 2025 dataset; level of theory: wB97M-V/def2-TZVPD.

Its energy above the lowest of the compared OMol25 structures with the same formula, charge and spin is 0.0 kcal/mol. The value obtained for the LUMO energy is -4.5 eV. As for the gap between HOMO and LUMO: 4.2 eV. The strongest force on any atom is 5.32 eV/Å. The HOMO energy is -8.64 eV.

Structure (XYZ):
```
131
C32H66O25PS6Tl wB97M-V/def2-TZVPD
Tl -2.57175 1.82304 1.29565
S -3.52025 3.15343 -2.69910
S -5.92569 0.15936 -0.31489
S -0.34458 1.39698 4.79857
S -0.50684 5.22465 -0.19982
S -4.46644 -1.30871 3.01581
S -2.67003 4.95720 3.60751
P -0.39850 0.00774 -0.18419
O 5.63681 -4.71949 -2.76342
O -1.63067 1.51172 4.03953
O -1.64949 4.11472 2.84035
O -1.75139 4.37578 0.10596
O 4.47109 -3.15487 -1.75578
O 3.76094 -2.38308 4.68067
O 3.36798 -4.47387 -3.27924
O -0.06957 1.47407 -0.06683
O 2.98078 -1.17541 2.88491
O 0.36613 1.18842 -4.57528
O 4.00315 0.75391 0.56111
O -0.75676 -0.29934 1.32707
O 3.75176 2.85228 0.23149
O -5.12282 0.83733 0.80188
O -0.99339 -4.94078 -2.37965
O -1.73446 -4.90507 -0.29845
O 0.67366 1.19916 -6.85864
O 0.57196 -0.94118 -0.87259
O -1.84172 -0.03138 -0.75541
O -1.32410 -6.90934 -1.38635
O 3.26671 -3.38472 2.67174
O 4.89447 2.36042 2.04456
O -3.66394 3.04668 -1.22618
O 1.47222 -0.44821 -5.49129
O -3.63719 -0.04946 3.13858
C -4.74660 -1.05608 -1.09934
C -4.77197 -1.91162 4.73799
C 1.40269 -0.82657 -4.16700
C 3.18104 2.27212 -0.86738
C 3.77773 2.90131 -2.12771
C 4.39744 -4.14175 -2.70798
C -2.15907 4.73883 5.40855
C 3.51732 -2.26138 3.46809
C -1.69050 -2.70800 -3.04080
C 6.52530 -3.97841 -1.94174
C 2.86496 -2.96717 1.41049
C 1.80087 -4.03835 0.90201
C 0.03398 -0.38450 4.87247
C -7.21299 -1.05178 0.35478
C 2.27193 -1.61307 1.80258
C 0.86097 1.84810 3.57352
C -1.95419 6.66674 3.58896
C 0.21283 4.56544 -1.78957
C 0.72180 0.34561 -3.50832
C -2.36197 1.81135 -3.21146
C 3.51600 0.77634 -0.69989
C 0.81825 4.59031 0.86659
C 2.73159 -1.19782 -3.67694
C 4.21490 2.02700 1.06436
C 0.83652 0.72017 -5.73559
C 5.97411 -2.23267 -0.07439
C -1.34036 -5.68917 -1.34385
C -0.96514 -3.59298 -2.01696
C -5.11323 2.51876 -3.43518
C -1.57985 -3.57259 -0.65423
C -3.23478 -2.52679 2.46935
C 5.82127 -2.70274 -1.59528
H 3.74046 -2.69136 0.82266
H -5.68644 -1.38775 5.01621
H 0.60054 4.87207 1.89679
H 3.25082 -1.86535 -4.36460
H 0.02570 -3.14516 -1.94073
H 1.77608 5.03230 0.59216
H 1.21295 4.97907 -1.91907
H -0.19702 -0.84991 3.91428
H 2.66921 -1.69213 -2.70747
H 1.21398 -1.78503 2.00071
H 5.71593 -2.89947 0.74829
H -4.91771 -2.99166 4.75698
H -6.71018 -1.78475 0.98568
H 0.82815 -3.90380 1.37509
H -1.33903 1.86246 -2.83855
H 6.02465 -1.94638 -2.35335
H 0.11711 3.47965 -1.79107
H -5.93862 3.20960 -3.26321
H -0.86665 6.72732 3.54806
H -0.58175 -0.79113 5.67472
H -2.28918 1.80385 -4.29900
H -2.52886 -3.03983 -0.71438
H 2.09893 2.39687 -0.90680
H 2.08561 -5.06574 1.12891
H -2.79838 5.44429 5.93932
H -2.75718 0.86896 -2.83224
H -4.36953 -1.72830 -0.32860
H -2.24465 -2.48784 2.92347
H -2.35463 3.69823 5.66744
H -3.94937 -0.48421 -1.57420
H 4.86068 2.99146 -2.04296
H -2.71749 -3.02691 -3.21878
H 1.07465 -0.45488 5.18893
H -3.61023 -3.51168 2.74706
H 7.00627 -2.00275 0.18995
H -3.88897 -1.71288 5.34536
H 0.69932 -1.65412 -4.07474
H -0.32899 4.91072 -2.67008
H 2.31064 -0.88937 0.98841
H 0.86430 3.50644 0.76066
H 7.37072 -3.64745 -2.54492
H -0.89528 -2.99994 -0.02849
H 6.77148 -4.50692 -1.02077
H -1.10886 5.00960 5.51735
H -7.83299 -1.55529 -0.38696
H -4.94209 2.34071 -4.49684
H -3.18755 -2.51564 1.38042
H -5.29457 -1.68907 -1.79730
H 0.93436 1.17871 2.71642
H 1.34694 0.88112 -2.79380
H -0.14776 0.02751 -2.93317
H -7.84432 -0.51747 1.06472
H 3.35896 -0.31504 -3.55361
H -1.75717 -1.67815 -2.68997
H -2.18475 7.04238 2.59204
H -2.41807 7.39103 4.25852
H -5.30948 1.55128 -2.97304
H 5.50176 -1.26049 0.06661
H 4.09367 0.26016 -1.46667
H 3.40507 3.91528 -2.27299
H 0.53254 2.83026 3.23353
H 1.91442 1.89709 3.84909
H -1.09079 -2.74557 -3.95021
H 3.50283 2.31968 -3.00762
H 2.58614 0.20828 -0.72796
H 1.60478 -4.05360 -0.17011
```